# 1
Computed, not measured: a molecular structure, C12H28BaF6N4O16S2 in a non-equilibrium geometry, with the ωB97M-V functional and the def2-TZVPD basis.

The geometry in XYZ format:
```
69
Properties=species:S:1:pos:R:3:lowdin_charge:R:1
Ba 23.517 -19.270 19.718 1.9960
N 20.159 -20.223 17.803 -0.6201
O 21.339 -20.153 18.259 -0.2253
O 19.864 -19.625 16.786 -0.0096
O 19.281 -20.765 18.507 -0.0754
N 25.233 -17.722 16.583 -0.5796
O 24.320 -18.431 17.099 -0.1727
O 25.986 -18.178 15.753 0.0346
O 25.350 -16.510 16.986 -0.1149
C 28.697 -20.219 20.836 -0.6423
F 30.034 -20.188 20.765 0.1134
F 28.298 -21.486 20.654 0.1164
F 28.354 -19.873 22.109 0.0726
S 27.903 -19.095 19.606 0.4586
O 28.305 -19.618 18.353 -0.2490
O 26.493 -19.268 19.967 -0.4323
O 28.413 -17.796 20.016 -0.3299
C 25.982 -23.759 18.646 -0.6499
F 26.074 -24.904 17.948 0.0949
F 25.339 -24.052 19.799 0.0870
F 27.223 -23.401 18.983 0.1118
S 25.098 -22.447 17.659 0.4577
O 26.128 -21.928 16.812 -0.2789
O 24.052 -23.214 17.028 -0.3172
O 24.628 -21.547 18.717 -0.4981
C 25.177 -14.274 20.107 -0.0535
C 24.362 -15.556 20.284 -0.4305
C 23.059 -15.450 19.508 -0.1766
O 22.255 -16.589 19.889 -0.3159
C 21.056 -16.720 19.135 -0.1042
N 25.029 -16.750 19.779 -0.0298
H 24.560 -13.389 20.321 0.0676
H 25.540 -14.181 19.085 0.0851
H 25.993 -14.247 20.831 0.0710
H 24.100 -15.717 21.338 0.1262
H 23.276 -15.616 18.442 0.1326
H 22.502 -14.525 19.694 0.1242
H 20.475 -15.792 19.189 0.0880
H 20.503 -17.593 19.470 0.0728
H 21.331 -16.904 18.087 0.1048
H 25.146 -16.683 18.749 0.0310
H 26.020 -16.744 20.039 0.0696
C 23.683 -18.939 24.344 -0.0526
C 24.833 -18.563 23.428 -0.4232
C 26.193 -18.541 24.099 -0.1993
O 26.257 -17.582 25.137 -0.1867
C 26.633 -16.313 24.653 -0.1078
N 24.832 -19.351 22.183 -0.0483
H 23.653 -19.982 24.677 0.0777
H 22.761 -18.679 23.823 0.0663
H 23.757 -18.373 25.278 0.0773
H 24.604 -17.531 23.121 0.1237
H 27.016 -18.450 23.383 0.1153
H 26.355 -19.522 24.573 0.1369
H 27.633 -16.343 24.202 0.0925
H 26.673 -15.646 25.512 0.0823
H 25.937 -15.955 23.889 0.0792
H 25.774 -19.293 21.772 0.0324
H 24.825 -20.333 22.482 0.0933
C 21.654 -21.212 22.203 -0.2333
C 20.663 -20.102 21.880 -0.2213
O 21.356 -18.918 21.492 -0.1947
O 22.540 -21.516 21.128 -0.1713
H 20.973 -22.074 22.305 0.1259
H 22.223 -21.119 23.120 0.1002
H 20.085 -20.021 22.815 0.1241
H 20.012 -20.398 21.051 0.1129
H 20.869 -18.113 21.686 0.0880
H 22.027 -21.949 20.431 0.1002
```

Results
LUMO energy, Eh: 0.121
ΔE to the lowest compared entry with this formula, charge and spin, kJ/mol: 0.0
Total charge: -2

=====

# 2
Computed, not measured: 5 unconnected molecules or ions with the total composition C12H28Cl8N2O3P in a non-equilibrium geometry, with the ωB97M-V functional and the def2-TZVPD basis.

The geometry in XYZ format:
```
54
Properties=species:S:1:pos:R:3:lowdin_charge:R:1
N 7.353 0.603 -0.934 -0.0419
C 6.156 0.215 -1.810 -0.2725
C 5.792 -1.389 -1.737 -0.1477
C 4.186 -1.727 -1.749 -0.1340
N 3.589 -1.998 -0.373 -0.1359
C 3.376 -0.698 0.431 -0.0844
C 1.837 -0.191 0.014 -0.1038
C 1.072 -1.614 0.295 -0.2808
C -0.521 -1.783 -0.051 -0.1672
P -1.292 -0.284 -0.988 0.7459
O -2.779 -0.760 -1.390 -0.3701
O -0.428 0.115 -2.467 -0.2074
O -1.415 1.079 0.116 -0.2399
C 2.174 -2.610 -0.439 -0.0903
H 6.996 1.334 -0.279 0.0681
H 7.683 -0.204 -0.359 0.0611
H 6.488 0.498 -2.921 0.1311
H 5.264 0.927 -1.550 0.1013
H 6.380 -1.888 -0.846 0.1236
H 6.242 -1.871 -2.731 0.1383
H 3.530 -0.873 -2.262 0.1604
H 4.059 -2.724 -2.388 0.1567
H 4.116 -2.762 0.147 0.2011
H 3.554 -0.908 1.582 0.1656
H 4.123 0.154 0.140 0.1275
H 1.396 0.739 0.573 0.1346
H 1.861 -0.020 -1.144 0.1035
H 1.131 -2.003 1.410 0.1525
H -1.087 -1.817 0.999 0.1223
H -0.719 -2.733 -0.706 0.1220
H 0.160 0.917 -2.285 0.0779
H -0.605 1.678 -0.033 0.0890
H 1.855 -3.048 -1.492 0.1657
H 2.199 -3.526 0.314 0.1554
C -4.468 -3.817 -2.442 -1.0387
Cl -3.234 -4.925 -3.055 0.4762
Cl -5.855 -3.742 -3.534 0.5095
H -4.804 -4.166 -1.463 0.0299
H -4.034 -2.818 -2.348 -0.0016
C -4.161 2.455 -0.174 -1.0448
Cl -4.474 3.208 1.394 0.4933
Cl -5.117 3.222 -1.449 0.5236
H -3.100 2.559 -0.414 -0.0035
H -4.426 1.397 -0.120 0.0252
C -4.029 0.812 4.181 -1.0529
Cl -4.065 0.249 5.857 0.5151
Cl -3.005 -0.227 3.183 0.4819
H -5.045 0.802 3.780 0.0301
H -3.633 1.831 4.157 0.0114
C -6.159 6.533 3.556 -1.0165
Cl -5.427 4.966 3.922 0.4677
Cl -5.494 7.212 2.066 0.5024
H -7.238 6.403 3.437 0.0328
H -5.959 7.220 4.381 0.0307
```

Results
LUMO energy, Eh: -0.124
Total charge: +1

=====

# 3
Computed, not measured: a molecular structure, C12H28F3InN5O8S2 in a non-equilibrium geometry, with the ωB97M-V functional and the def2-TZVPD basis.

The geometry in XYZ format:
```
59
Properties=species:S:1:pos:R:3:lowdin_charge:R:1
In 0.606 -0.367 1.256 1.5223
F -0.662 1.349 3.065 -0.4083
N -0.163 -2.670 -0.274 -0.3155
S -1.440 -2.879 -1.334 0.5333
O -2.410 -3.825 -0.930 -0.1996
O -1.161 -2.628 -2.714 -0.2558
F -2.073 -1.437 -0.975 -0.2059
S 0.361 -4.167 -0.389 0.4536
O 0.763 -4.673 -1.659 -0.2204
O -0.183 -5.102 0.539 -0.2488
F 1.745 -3.753 0.330 -0.2126
C -1.329 -1.457 5.716 0.0377
C -0.865 -2.105 4.429 -0.4961
O 0.081 -1.646 3.768 -0.0279
N -1.628 -3.122 4.033 0.0449
C -1.469 -3.869 2.797 -0.0401
H -0.462 -1.443 6.377 0.1013
H -2.157 -2.039 6.110 0.0847
H -1.644 -0.423 5.584 0.0968
H -2.537 -3.177 4.463 0.1435
H -0.507 -4.358 2.693 0.0859
H -1.671 -3.240 1.927 0.0702
H -2.257 -4.618 2.822 0.1064
C 3.572 3.657 0.226 0.0223
C 2.222 3.319 0.804 -0.5203
O 1.831 2.174 1.025 -0.0495
N 1.419 4.364 1.107 0.0318
C 0.000 4.208 1.349 -0.0502
H 3.546 4.594 -0.322 0.0864
H 3.720 2.760 -0.381 0.0831
H 4.411 3.700 0.919 0.0947
H 1.885 5.244 1.255 0.1458
H -0.259 4.675 2.301 0.0959
H -0.349 3.188 1.483 0.0500
H -0.522 4.685 0.518 0.0882
C 2.975 0.383 -3.166 0.0313
C 1.861 -0.373 -2.486 -0.4864
O 1.442 0.019 -1.370 -0.0644
N 1.257 -1.357 -3.121 0.0633
C 1.742 -2.174 -4.229 -0.0243
H 2.876 1.433 -2.875 0.0825
H 2.841 0.428 -4.246 0.0894
H 3.982 0.134 -2.839 0.1001
H 0.304 -1.596 -2.862 0.0818
H 2.777 -2.433 -4.016 0.1005
H 1.702 -1.613 -5.166 0.0925
H 1.128 -3.055 -4.381 0.0944
C -0.454 2.619 -2.246 0.0235
C -1.410 2.039 -1.238 -0.5340
O -1.055 1.271 -0.347 -0.0370
N -2.697 2.315 -1.454 0.0375
C -3.747 1.730 -0.645 -0.0531
H -0.578 1.969 -3.118 0.0998
H 0.559 2.546 -1.865 0.0709
H -0.757 3.608 -2.582 0.0898
H -3.065 2.815 -2.244 0.1477
H -3.626 1.762 0.434 0.0945
H -3.740 0.642 -0.816 0.0787
H -4.732 1.966 -1.038 0.0932
```

Results
LUMO energy, Eh: -0.312
Total charge: +1

=====

# 4
Computed, not measured: a molecular structure, C12H28F3N2O4Rb in a non-equilibrium geometry, with the ωB97M-V functional and the def2-TZVPD basis.

The geometry in XYZ format:
```
50
Properties=species:S:1:pos:R:3:lowdin_charge:R:1
Rb 0.115 -0.127 1.079 0.9322
C 1.157 -2.029 4.030 -0.5538
O -0.213 -2.346 3.632 -0.1620
O 1.940 -1.970 2.997 -0.2015
C 0.997 -0.651 4.732 -0.5705
F -0.158 -0.479 5.401 0.1260
F 1.959 -0.441 5.654 0.1250
F 1.116 0.255 3.756 0.0412
C -0.543 -3.713 3.608 -0.2815
C -2.036 -3.819 3.352 -0.0783
H -2.577 -3.809 4.307 0.0718
H -2.459 -3.075 2.684 0.0595
H -2.340 -4.835 3.066 0.0711
H -0.334 -4.150 4.591 0.1193
H 0.032 -4.209 2.819 0.1174
H 1.505 -2.762 4.787 0.1475
C -2.163 -2.430 -0.775 -0.0354
C -1.839 -1.329 -1.789 -0.4121
C -2.601 -0.029 -1.581 -0.2242
O -2.449 0.523 -0.282 -0.2677
C -3.380 1.573 -0.120 -0.0991
N -0.378 -1.027 -1.816 -0.0105
H -2.429 -1.963 0.177 0.0674
H -1.260 -3.000 -0.549 0.0826
H -2.936 -3.093 -1.149 0.0845
H -2.124 -1.687 -2.787 0.1376
H -3.645 -0.264 -1.840 0.1337
H -2.350 0.752 -2.314 0.1260
H -3.261 1.968 0.887 0.0957
H -4.411 1.278 -0.341 0.0952
H -3.211 2.415 -0.809 0.0954
H -0.280 -0.515 -2.692 0.0576
H 0.152 -1.877 -2.002 0.0834
C 0.811 1.902 -1.732 -0.0806
C 1.559 2.184 -3.030 -0.4081
C 2.859 2.904 -2.726 -0.2374
O 2.608 4.194 -2.206 -0.1800
C 3.779 4.783 -1.668 -0.1004
N 1.867 0.868 -3.645 0.0361
H 0.607 2.886 -1.302 0.0917
H 1.343 1.224 -1.068 0.0424
H -0.167 1.509 -1.994 0.0471
H 0.935 2.762 -3.710 0.1465
H 3.514 2.943 -3.613 0.1269
H 3.481 2.340 -2.010 0.1316
H 3.753 5.857 -1.886 0.0870
H 4.675 4.449 -2.196 0.0876
H 3.815 4.709 -0.580 0.0911
H 2.432 0.399 -2.935 0.0734
H 2.532 0.954 -4.411 0.0711
```

Results
LUMO energy, Eh: -0.004
Total charge: 0

=====

Record order is preserved below.
Gap between HOMO and LUMO: 6.74 8.87 4.13 6.75 eV
Record order is preserved below.
Total energy: -3318.0022 -4831.7789 -2635.4573 -1208.1234 hartree